# 1
ORCA calculation (wB97M-V/def2-TZVPD) on C41H43Cl8O5PPbS5 as an isolated structure.

Calculated values
- Total charge: -2
- Multiplicity: 1
- F_max: 3.88 eV/A
- Orbital gap (spin up / spin down): 3.5727 / 3.0884 eV
- ΔE to the lowest compared entry with this formula, charge and spin: 620.6 kJ/mol
- LUMO (spin up / spin down): 0.126 / 0.126 hartree

CARTESIAN COORDINATES (ANGSTROEM)
Pb (-2.74961, -2.26592, 2.99595)
Cl (-3.18573, -2.65515, 6.34761)
C (-1.51162, -2.49271, 5.94239)
C (-1.03970, -2.30866, 4.71120)
C (0.30066, -2.21952, 4.40118)
Cl (0.84109, -2.06248, 2.74837)
C (1.20144, -2.15969, 5.47951)
Cl (2.80530, -1.57753, 5.10325)
C (0.80933, -2.50078, 6.81861)
Cl (2.02497, -2.42610, 7.98552)
C (-0.59637, -2.65402, 7.02700)
Cl (-1.18103, -3.21530, 8.44967)
O (-5.55874, 4.66988, 0.33926)
C (-4.50322, 4.41149, 0.86054)
S (-3.46968, 3.09997, 0.17411)
C (-3.35112, 1.84272, 1.56913)
C (-3.28610, 3.89095, 3.07091)
S (-1.70588, 3.70247, 3.35172)
S (-3.86623, 5.32779, 2.26749)
S (-2.18801, 0.73404, 1.79851)
Cl (-4.12071, -5.95864, -0.28280)
C (-3.02166, -6.08745, 1.10724)
Cl (-1.36077, -6.41252, 0.55821)
Cl (-3.57706, -7.20698, 2.34578)
C (-2.93049, -4.74247, 1.81459)
O (-3.70657, -4.40207, 2.77421)
O (-2.02427, -3.94552, 1.45297)
O (-4.89249, -2.00646, 1.82288)
S (-5.69846, -0.68033, 1.64538)
C (-5.60679, -0.18404, -0.02166)
C (-6.76872, 0.48629, -0.62427)
C (-6.96830, 0.36641, -1.98196)
C (-5.95199, -0.03760, -2.79792)
C (-4.78371, -0.54388, -2.27584)
C (-4.62169, -0.59916, -0.92226)
C (-4.96287, 0.47072, 2.74042)
C (-4.89824, 0.01257, 4.00407)
C (-4.31708, 0.85453, 5.01860)
C (-3.84714, 2.11611, 4.75240)
C (-4.30281, 2.84501, 3.52129)
C (-4.59935, 1.83581, 2.32985)
H (-7.35694, 1.12077, 0.01082)
H (-7.91535, 0.62029, -2.42145)
H (-6.17454, -0.13833, -3.88407)
H (-4.03980, -0.99573, -2.88303)
H (-3.70951, -0.86461, -0.44502)
H (-5.34034, -0.91897, 4.35377)
H (-4.27793, 0.40017, 5.98732)
H (-3.02098, 2.62731, 5.27723)
H (-5.27383, 3.28439, 3.78320)
H (-5.37326, 2.20842, 1.62622)
O (3.40701, 0.74872, -0.49301)
P (3.08563, 0.76477, -1.95660)
C (1.24268, 0.97955, -2.21487)
C (0.75989, 0.81351, -3.64058)
C (0.33433, -0.55809, -4.11554)
C (-0.48934, -1.31279, -3.07202)
C (0.23702, -1.29924, -1.74775)
C (0.49522, 0.11694, -1.24458)
C (3.86481, 2.20559, -2.77766)
C (5.39188, 2.32767, -2.50279)
C (5.79550, 3.00065, -1.23209)
C (5.01923, 4.31980, -0.99700)
C (3.51442, 4.14474, -1.16171)
C (3.13433, 3.59210, -2.50704)
C (3.62674, -0.96759, -2.64576)
C (3.85925, -2.04687, -1.57437)
C (5.32503, -1.99493, -1.04231)
C (6.48103, -2.00357, -2.01692)
C (6.21650, -1.21894, -3.28747)
C (4.73964, -0.97894, -3.76386)
H (1.18808, 2.02967, -1.89427)
H (1.45043, 1.29935, -4.26927)
H (-0.22007, 1.39133, -3.67155)
H (1.21122, -1.19004, -4.34474)
H (-0.35925, -0.29811, -4.97187)
H (-0.80942, -2.35876, -3.30520)
H (-1.36954, -0.63782, -2.94809)
H (1.09940, -1.91169, -1.75856)
H (-0.49583, -1.83558, -1.07744)
H (1.13783, 0.10495, -0.35813)
H (-0.39214, 0.64696, -0.81445)
H (3.71097, 1.91528, -3.84574)
H (5.87002, 2.93875, -3.32478)
H (5.79041, 1.32471, -2.35593)
H (6.82698, 3.30093, -1.20164)
H (5.49512, 2.35256, -0.36719)
H (5.31393, 5.14609, -1.72497)
H (5.14426, 4.75228, 0.01731)
H (3.03942, 5.12445, -0.96090)
H (3.11952, 3.41071, -0.44764)
H (3.53743, 4.30686, -3.24147)
H (2.00515, 3.56520, -2.69702)
H (2.61359, -1.17332, -3.11715)
H (3.59612, -3.04530, -1.96233)
H (3.23496, -1.98698, -0.61673)
H (5.56861, -2.69511, -0.26016)
H (5.43296, -1.05722, -0.52720)
H (6.64709, -3.05030, -2.27429)
H (7.32523, -1.72747, -1.42026)
H (6.78172, -1.91928, -4.01664)
H (6.79148, -0.24078, -3.30479)
H (4.53624, -1.77251, -4.51634)
H (4.79115, -0.00831, -4.25477)

Atoms 1-6, force components in eV/Å:
Pb -0.3 1.9 -0.4
Cl -0.8 0.1 -0.4
C 2.3 -0.3 2.2
C 0.2 -0.5 -1.9
C -0.2 0.3 2.0
Cl -0.2 0.0 0.1

---

# 2
ORCA calculation (wB97M-V/def2-TZVPD) on C3H4N4O as an isolated structure.

Calculated values
- Multiplicity: 1
- F_max: 10.32 eV/A
- Orbital gap: 8.6794 eV
- ΔE to the lowest compared entry with this formula, charge and spin: 753.5 kJ/mol
- LUMO: 0.011 hartree

CARTESIAN COORDINATES (ANGSTROEM)
C (-1.15523, 0.96872, 0.32669)
C (0.75309, -0.06743, -0.59803)
C (-0.34657, -0.50144, 0.12229)
H (-2.17067, 0.83087, -0.16756)
H (-0.84134, 1.25655, 1.29599)
H (0.07361, 2.53841, 0.38306)
H (1.25697, -3.09782, 0.23293)
N (-0.32469, 1.87175, -0.53205)
N (1.07067, 1.15280, -0.80435)
N (0.64510, -2.14380, -0.16456)
N (-0.39509, -1.60595, 0.67089)
O (1.43415, -1.20265, -0.76530)

Atoms 1-6, force components in eV/Å:
C 1.2 -3.7 -2.8
C 1.9 0.4 -0.7
C -5.7 8.3 2.3
H 1.0 0.6 1.7
H -1.6 -0.1 1.5
H -1.2 -1.5 -4.1